{
  "formula": "C19H29N3O3",
  "method": "ωB97M-V/def2-TZVPD",
  "lumo_energy_ev": 0.68,
  "de_lowest_kj_mol": 189.8,
  "charge": 0,
  "orbital_gap_ev": 8.74,
  "homo_ev": -8.056,
  "elements": ["C", "C", "O", "C", "O", "C", "N", "C", "O", "N", "C", "C", "C", "C", "N", "C", "C", "C", "C", "C", "C", "C", "C", "C", "C", "H", "H", "H", "H", "H", "H", "H", "H", "H", "H", "H", "H", "H", "H", "H", "H", "H", "H", "H", "H", "H", "H", "H", "H", "H", "H", "H", "H", "H"],
  "positions_angstrom": [[4.1737, -4.0985, -0.4248], [2.7754, -4.6968, -0.4052], [1.8020, -3.7166, -0.0386], [1.6294, -3.4882, 1.2660], [2.1715, -4.1052, 2.1438], [0.6390, -2.3600, 1.5056], [0.0210, -1.8484, 0.3106], [0.5634, -0.7230, -0.2699], [1.3593, -0.0250, 0.3327], [0.1631, -0.4254, -1.5469], [-0.9783, -1.0051, -2.2226], [-2.2583, -0.2271, -1.9036], [-2.0702, 1.2427, -2.2766], [-0.8329, 1.7852, -1.5530], [-0.7059, 3.2245, -1.6887], [-0.1914, 3.6717, -2.9658], [-0.0331, 3.8456, -0.5576], [-0.9906, 4.0574, 0.6305], [-1.2790, 2.8018, 1.4041], [-0.2744, 2.1858, 2.1432], [-0.5179, 1.0055, 2.8203], [-1.7729, 0.4231, 2.7737], [-2.7874, 1.0388, 2.0605], [-2.5428, 2.2219, 1.3859], [0.3908, 0.9451, -1.9728], [4.2010, -3.2323, -1.0816], [4.8837, -4.8399, -0.7797], [4.4573, -3.7885, 0.5778], [2.7255, -5.5279, 0.3059], [2.4755, -5.0358, -1.3992], [1.1872, -1.5263, 1.9594], [-0.1197, -2.7049, 2.2147], [-0.3889, -2.5459, -0.2883], [-1.0920, -2.0601, -1.9712], [-0.7758, -0.9446, -3.2984], [-3.0972, -0.6576, -2.4533], [-2.4665, -0.3068, -0.8343], [-2.9429, 1.8266, -1.9838], [-1.9503, 1.3312, -3.3584], [-0.9759, 1.5918, -0.4874], [-0.3670, 4.7439, -3.0577], [0.8844, 3.4846, -3.0967], [-0.7324, 3.1728, -3.7666], [0.8404, 3.2662, -0.2253], [0.3186, 4.8275, -0.8825], [-1.9197, 4.4806, 0.2466], [-0.5289, 4.7867, 1.3010], [0.7105, 2.6270, 2.1775], [0.2757, 0.5389, 3.3840], [-1.9627, -0.5029, 3.2969], [-3.7730, 0.5956, 2.0281], [-3.3355, 2.6945, 0.8230], [1.2950, 1.3040, -1.4806], [0.5346, 0.9536, -3.0561]],
  "forces_ev_per_a": [[-0.40, 0.01, 0.08], [0.42, -0.38, 0.04], [-0.09, 0.17, -0.23], [-0.16, 0.07, 0.19], [0.04, 0.04, 0.04], [0.02, 0.16, 0.05], [-0.24, -0.17, 0.02], [-0.09, -0.25, -0.10], [0.27, 0.24, 0.23], [0.17, 0.02, -0.24], [-0.40, -0.18, 0.16], [0.12, -0.03, -0.28], [0.09, -0.07, 0.42], [-0.13, -0.22, -0.27], [0.02, 0.10, 0.02], [0.00, 0.01, 0.07], [-0.31, 0.14, 0.08], [0.30, -0.02, -0.11], [-0.12, 0.12, 0.23], [-0.10, 0.05, -0.04], [0.03, -0.03, 0.04], [-0.02, -0.10, 0.05], [-0.11, -0.07, -0.02], [0.04, 0.05, 0.01], [0.15, 0.42, 0.33], [0.05, 0.05, -0.08], [0.10, -0.07, -0.04], [0.07, 0.01, 0.05], [-0.03, 0.09, -0.18], [0.01, 0.02, 0.14], [-0.10, -0.24, 0.01], [0.18, -0.03, -0.03], [0.03, 0.16, -0.02], [0.05, 0.02, -0.11], [-0.02, -0.11, 0.07], [-0.05, -0.05, 0.03], [-0.04, -0.04, 0.05], [-0.03, 0.06, -0.03], [-0.01, 0.05, -0.11], [0.06, -0.09, -0.18], [0.05, 0.01, -0.09], [0.03, 0.00, -0.06], [0.01, 0.00, -0.13], [0.08, 0.05, -0.02], [0.05, -0.05, 0.01], [0.03, 0.07, 0.01], [-0.04, 0.04, 0.03], [0.14, 0.04, -0.02], [0.09, -0.05, 0.04], [-0.02, -0.07, 0.05], [-0.07, -0.03, 0.00], [-0.07, 0.07, -0.07], [-0.05, 0.00, -0.16], [0.00, 0.02, -0.01]],
  "mulliken_charge": [-1.127, -0.265, -0.338, 0.501, -0.619, -0.555, 0.009, 0.849, -0.717, 0.113, -1.077, -0.322, -1.100, 1.612, 0.119, -1.271, -0.441, -1.350, 0.101, 0.101, -0.628, -0.367, -0.756, -0.062, -1.557, 0.281, 0.405, 0.308, 0.336, 0.319, 0.264, 0.354, 0.229, 0.406, 0.434, 0.479, 0.175, 0.372, 0.405, -1.108, 0.431, 0.374, 0.329, 0.288, 0.540, 0.361, 0.471, 0.379, 0.426, 0.390, 0.422, 0.338, 0.637, 0.101]
}